C4H10FNO | ωB97M-V/def2-TZVPD

Geometry as XYZ:
```
17
Properties=species:S:1:pos:R:3:forces:R:3
F 1.09900 1.91270 0.07185 0.1652 0.1959 -0.1188
C 0.28433 2.20559 1.14822 -0.7539 0.3318 1.0491
H 0.86350 2.70680 1.94194 -0.0504 -0.2161 -0.4611
H -0.15175 1.28063 1.56161 0.2751 0.2301 -0.3098
H -0.53672 2.87310 0.83692 0.4156 -0.2561 -0.0831
O -1.29498 -2.18756 -0.60753 0.2096 0.6576 -0.0760
C -0.77947 -1.07782 -0.70457 0.1131 -0.5877 0.1771
N 0.46945 -0.82752 -0.22234 0.0144 0.4783 -0.1470
C -1.46602 0.10309 -1.35756 -0.4418 0.1676 -0.2749
C 1.23976 -1.87004 0.42721 0.2665 -0.1503 0.1392
H 0.86462 0.11075 -0.32251 -0.2811 -0.7921 0.0360
H -0.88726 0.46823 -2.22262 -0.1643 -0.0996 0.3766
H -2.46315 -0.21143 -1.70885 0.5053 0.1139 0.2003
H -1.59077 0.93321 -0.64206 0.0985 -0.2888 -0.2825
H 2.21360 -1.45645 0.73898 -0.4346 -0.1397 -0.1569
H 1.41967 -2.71414 -0.25963 -0.1139 0.2812 0.3043
H 0.71618 -2.24914 1.32094 0.1764 0.0741 -0.3724
```
Forces are in eV/Å.

Properties
* SMILES: CNC(C)=O.CF
* total charge: 0
* orbital gap: 10.2 eV
* electronic energy: -388.2695 hartree